Arrangement w

{"formula": "C8H12N3O", "method": "ωB97M-V/def2-TZVPD", "species": ["N", "O", "C", "N", "C", "C", "C", "C", "C", "C", "N", "C", "H", "H", "H", "H", "H", "H", "H", "H", "H", "H", "H", "H"], "positions_angstrom": [[1.394, -2.971, 0.723], [1.020, -1.727, 0.041], [0.853, -0.643, 0.878], [-0.277, -1.040, 1.775], [-1.474, -0.594, 1.043], [-1.182, 0.509, 0.121], [-2.051, 1.303, -0.589], [-1.501, 2.127, -1.586], [-0.123, 2.129, -1.785], [0.784, 1.364, -1.039], [2.084, 1.294, -1.335], [0.183, 0.587, -0.035], [2.253, -3.383, 0.197], [0.641, -3.645, 0.775], [1.787, -0.431, 1.369], [-0.357, -0.473, 2.724], [-0.223, -1.953, 2.221], [-2.255, -0.364, 1.733], [-1.803, -1.475, 0.464], [-3.181, 1.231, -0.412], [-2.106, 2.416, -2.488], [0.334, 2.885, -2.462], [2.522, 2.026, -1.704], [2.679, 0.828, -0.627]], "nbo_charge": [-0.5843, -0.4047, 0.2464, -0.5350, -0.2374, -0.0454, -0.2351, -0.1525, -0.2504, 0.2065, -0.7447, -0.0997, 0.4007, 0.3634, 0.2096, 0.4472, 0.4627, 0.2354, 0.2366, 0.2362, 0.2491, 0.2285, 0.3889, 0.3780], "charge": 1, "smiles": "NO[C@@H]1[NH2+]Cc2cccc(N)c21"}



Arrangement x

{"formula": "C8H12N3O", "method": "ωB97M-V/def2-TZVPD", "species": ["C", "C", "C", "C", "C", "C", "C", "C", "N", "N", "N", "O", "H", "H", "H", "H", "H", "H", "H", "H", "H", "H", "H", "H"], "positions_angstrom": [[0.507, 1.809, 0.329], [1.742, 2.071, 0.880], [0.550, 0.421, -0.092], [1.856, 0.021, 0.131], [-2.081, 0.925, -0.233], [-2.629, 0.301, 0.760], [-0.540, -0.304, -0.751], [2.469, -1.257, -0.306], [-1.078, -1.369, 0.066], [-0.260, -0.563, -2.025], [-1.709, -0.862, 1.235], [2.572, 0.986, 0.631], [-0.184, 2.590, 0.367], [2.242, 2.834, 1.412], [-2.365, 1.774, -0.829], [-3.434, 0.470, 1.304], [3.245, -1.179, -1.123], [2.948, -1.814, 0.392], [1.740, -1.908, -0.567], [-1.789, -1.922, -0.334], [0.492, -0.057, -2.345], [-0.792, -1.280, -2.467], [-1.175, -0.259, 1.785], [-2.328, -1.427, 1.781]], "nbo_charge": [-0.2908, 0.0899, -0.2892, 0.3790, -0.2335, -0.1913, 0.4074, -0.6693, -0.4161, -0.7863, -0.3706, -0.3759, 0.2425, 0.2274, 0.2428, 0.2184, 0.2449, 0.2429, 0.2237, 0.3816, 0.4249, 0.4066, 0.4451, 0.4458], "charge": 1}



Consider the structures shown above. The most stable of them is arrangement w.